{
  "formula": "C39H54BCl33N4O6P",
  "method": "ωB97M-V/def2-TZVPD",
  "e_tot_ev": -482767.1978,
  "total_charge": 1,
  "species": ["C", "C", "C", "C", "C", "C", "C", "N", "C", "C", "C", "O", "C", "C", "C", "C", "C", "C", "C", "C", "N", "C", "P", "O", "O", "O", "C", "C", "C", "C", "C", "C", "B", "O", "O", "N", "C", "C", "N", "C", "H", "H", "H", "H", "H", "H", "H", "H", "H", "H", "H", "H", "H", "H", "H", "H", "H", "H", "H", "H", "H", "H", "H", "H", "H", "H", "H", "H", "H", "H", "H", "H", "H", "H", "H", "H", "H", "H", "H", "H", "H", "H", "H", "C", "Cl", "Cl", "Cl", "H", "C", "Cl", "Cl", "Cl", "H", "C", "Cl", "Cl", "Cl", "H", "C", "Cl", "Cl", "Cl", "H", "C", "Cl", "Cl", "Cl", "H", "C", "Cl", "Cl", "Cl", "H", "C", "Cl", "Cl", "Cl", "H", "C", "Cl", "Cl", "Cl", "H", "C", "Cl", "Cl", "Cl", "H", "C", "Cl", "Cl", "Cl", "H", "C", "Cl", "Cl", "Cl", "H"],
  "positions_angstrom": [[-5.10812, -2.03364, -3.37231], [-4.60852, -0.93234, -2.45399], [-5.55363, -0.11608, -1.84773], [-5.15630, 0.92040, -1.00455], [-3.80053, 1.08519, -0.79310], [-2.84789, 0.27888, -1.40113], [-1.40041, 0.56818, -1.12538], [-0.87205, -0.09782, 0.10687], [-1.75020, -0.86015, 0.97480], [-1.82426, -2.37918, 0.56061], [-3.27105, -2.83993, 0.31289], [-1.05969, -2.56623, -0.62137], [0.02988, -3.48231, -0.50012], [-0.22698, -4.86203, -1.04827], [-0.98358, -5.80633, -0.36719], [-1.12999, -7.08489, -0.88881], [-0.52208, -7.44518, -2.07636], [0.20572, -6.49233, -2.77620], [0.34884, -5.21751, -2.26533], [0.39134, 0.01750, 0.36455], [1.04419, -0.56421, 1.42208], [1.51544, 0.52375, 2.31273], [1.92402, -0.03280, 3.98933], [2.64508, -1.30732, 4.07144], [0.50610, -0.17119, 4.74305], [2.60404, 1.23257, 4.65641], [2.66027, 1.24112, 1.54454], [3.83474, 0.28278, 1.28107], [4.99667, 0.48794, 2.30370], [6.15863, 1.21162, 1.57666], [5.55806, -0.85688, 2.83016], [1.96117, 1.81136, 0.28518], [2.90241, 2.73877, -0.63495], [2.40951, 3.93029, -1.09313], [4.17068, 2.37510, -1.02776], [1.17585, 0.81019, -0.48506], [1.94991, -0.02265, -1.42149], [1.74748, 0.39158, -2.86917], [1.56932, -0.43336, -3.81201], [-3.24929, -0.75618, -2.24571], [-4.33407, -2.30136, -4.09003], [-5.41936, -2.90186, -2.79198], [-5.95086, -1.63558, -3.93767], [-6.59838, -0.28637, -2.06717], [-5.89866, 1.57007, -0.55522], [-3.47331, 1.89362, -0.14464], [-1.19345, 1.63475, -1.07868], [-0.82000, 0.19731, -1.96922], [-1.38638, -0.83756, 2.00269], [-2.73996, -0.41783, 1.01725], [-1.43498, -2.95754, 1.40220], [-3.40035, -3.01652, -0.75240], [-4.01211, -2.10817, 0.63690], [-3.48210, -3.78304, 0.81797], [0.39576, -3.56333, 0.52983], [0.85600, -3.06469, -1.08333], [-1.41869, -5.51396, 0.58290], [-1.70366, -7.78758, -0.29722], [-0.62971, -8.46323, -2.42563], [0.69355, -6.79041, -3.68981], [0.94765, -4.48932, -2.80219], [0.53955, -1.31283, 1.88030], [0.71815, 1.27533, 2.41585], [0.28823, -1.11340, 4.76544], [3.30772, 0.94262, 5.26083], [2.96816, 2.06507, 2.19419], [3.54345, -0.76357, 1.37522], [4.28557, 0.40368, 0.30119], [4.70892, 1.15849, 3.11365], [6.34167, 0.78006, 0.59120], [7.08393, 1.08932, 2.14349], [5.99674, 2.29102, 1.50729], [5.09666, -1.72720, 2.36660], [6.63028, -0.92054, 2.64443], [5.43178, -0.90565, 3.90683], [1.21810, 2.51315, 0.68215], [1.72873, 4.28479, -0.50561], [4.81438, 2.98706, -0.64460], [1.55081, -1.04037, -1.36892], [3.01049, -0.11089, -1.19238], [1.71776, 1.45428, -3.11917], [1.59551, -1.39181, -3.45006], [-2.52147, -1.39651, -2.72626], [5.53640, 4.97333, 3.53019], [5.88013, 3.46493, 4.37286], [7.01698, 5.72013, 2.94584], [4.39792, 4.71441, 2.19436], [5.06598, 5.64887, 4.23207], [-2.01986, -6.69924, -6.72831], [-1.44994, -5.70767, -8.07063], [-2.12594, -8.39567, -7.19638], [-0.97137, -6.50928, -5.31272], [-3.00963, -6.36186, -6.45715], [-4.66743, -5.89491, -3.12192], [-6.18866, -5.54771, -2.29794], [-4.54544, -4.95522, -4.61574], [-3.29095, -5.58723, -2.06112], [-4.65934, -6.94427, -3.38732], [-2.23937, 1.86383, -5.52951], [-0.53626, 2.20918, -5.84108], [-2.47609, 1.26477, -3.87400], [-3.24560, 3.28358, -5.78556], [-2.55712, 1.08819, -6.21404], [-9.51706, 2.26618, -0.31445], [-8.30319, 1.21470, -1.05333], [-9.02639, 2.72460, 1.31590], [-9.78899, 3.69354, -1.31166], [-10.44609, 1.71579, -0.24829], [0.32966, 6.02234, 2.43860], [0.86170, 7.09267, 1.15038], [0.10961, 4.37028, 1.82120], [1.47522, 6.02323, 3.77263], [-0.62910, 6.37204, 2.80169], [-6.93771, 4.42988, -4.56806], [-6.45170, 2.98367, -3.67138], [-5.53792, 5.23580, -5.27755], [-8.12259, 4.02231, -5.80584], [-7.39939, 5.11681, -3.87123], [3.00426, 4.14072, 6.91486], [1.98746, 4.14957, 8.34900], [3.57942, 5.77765, 6.55259], [4.37124, 3.04208, 7.11843], [2.40992, 3.79493, 6.07755], [5.24548, -2.27344, -2.82970], [5.16474, -3.70553, -3.84927], [4.37365, -2.54427, -1.30839], [6.91232, -1.81280, -2.50879], [4.76182, -1.45757, -3.35255], [7.90815, -1.24799, 6.59057], [7.35591, -2.82456, 6.03048], [9.62396, -1.02966, 6.26860], [6.96466, 0.04277, 5.83001], [7.75190, -1.19214, 7.65954], [-2.84139, 8.63884, 3.91982], [-2.93694, 7.20040, 2.89013], [-3.68504, 8.37285, 5.43878], [-1.15510, 9.07522, 4.19853], [-3.32373, 9.45479, 3.39809]],
  "atomic_forces_ev_per_a": [[0.3, 0.9, 0.1], [-0.4, -0.9, -0.6], [0.4, 0.5, 0.3], [-0.1, -0.5, -0.4], [0.0, 0.5, 0.3], [0.0, -0.3, 0.8], [0.0, -0.6, -0.8], [0.1, 0.4, 0.3], [-0.1, -1.0, 0.4], [-0.9, 0.4, -0.4], [0.0, -0.1, 0.1], [0.3, -0.4, 0.7], [0.5, -0.2, -0.4], [-0.1, 0.0, -0.3], [0.5, 0.3, 0.1], [0.1, 0.0, 0.9], [-0.1, 0.1, 0.3], [0.2, -0.5, 0.4], [0.1, 0.2, 0.0], [0.5, 0.0, -0.4], [-0.9, -0.1, 0.4], [0.8, 0.8, -0.3], [-0.1, -1.1, 0.5], [0.2, 0.1, -0.3], [0.0, 0.3, -0.5], [-0.2, -0.1, -0.2], [-0.4, -0.8, -0.2], [0.6, 0.1, 1.2], [1.1, -0.3, -1.2], [0.1, 0.2, 0.5], [-0.1, 0.4, 0.2], [0.2, 0.3, 0.4], [-0.1, 0.1, -0.7], [0.3, 0.0, 0.8], [-0.2, -0.2, 0.7], [0.5, 0.5, 0.3], [-0.6, -0.5, -0.7], [-0.2, -0.1, 0.0], [0.1, 0.1, 0.1], [-0.3, 0.3, 0.9], [0.0, -0.2, 0.1], [0.0, 0.0, -0.2], [-0.2, -0.3, 0.0], [0.0, -0.1, 0.0], [0.3, 0.0, 0.0], [0.1, 0.0, -0.1], [-0.1, 0.0, 0.3], [0.1, -0.1, 0.1], [0.2, 0.4, -0.1], [0.1, 0.1, -0.4], [0.4, -0.1, -0.2], [0.0, 0.1, 0.0], [0.0, 0.0, 0.0], [0.0, 0.0, 0.0], [-0.2, 0.2, 0.1], [0.0, 0.1, 0.0], [-0.1, -0.3, 0.0], [0.0, -0.2, -0.2], [0.1, 0.1, -0.2], [0.3, 0.1, 0.1], [0.0, 0.0, 0.0], [0.0, 0.1, 0.1], [-0.1, -0.1, 0.3], [0.0, 0.0, 0.3], [0.0, 0.2, 0.0], [0.1, 0.2, -0.3], [-0.4, 0.1, -0.2], [-0.3, 0.1, -0.1], [-0.2, -0.3, 0.2], [-0.1, 0.1, 0.0], [0.0, 0.1, 0.1], [-0.1, 0.0, -0.3], [-0.1, 0.0, 0.1], [0.0, 0.0, 0.0], [-0.2, -0.4, 0.0], [0.0, -0.1, -0.2], [-0.3, 0.0, -0.4], [0.2, 0.0, -0.6], [0.2, -0.1, 0.1], [0.0, 0.3, 0.2], [0.1, 0.0, 0.1], [0.0, 0.0, -0.1], [0.0, 0.0, 0.0], [0.2, 0.0, -0.1], [0.1, 0.1, -0.3], [0.0, 0.0, 0.0], [0.0, 0.0, -0.1], [0.0, 0.0, 0.0], [0.2, 0.0, -0.1], [0.0, 0.0, 0.0], [0.0, 0.0, 0.0], [-0.6, 0.0, -0.6], [0.0, 0.0, 0.0], [0.0, 0.1, 0.1], [0.0, -0.1, 0.0], [0.0, -0.3, -0.2], [-0.6, 0.1, -0.5], [0.0, 0.0, 0.0], [0.2, 0.3, 0.0], [-0.1, 0.0, 0.0], [0.1, 0.5, -1.2], [0.2, -0.3, -0.1], [0.0, 0.0, 0.0], [0.1, 0.1, 0.0], [-0.5, 0.0, 0.1], [0.0, 0.0, 0.0], [0.0, 0.0, 0.0], [0.0, 0.0, 0.0], [0.2, 0.2, 0.1], [0.0, -0.1, 0.0], [-0.1, 0.0, 0.0], [-0.1, 0.0, 0.1], [0.1, -0.1, 0.0], [0.0, -0.1, 0.0], [0.1, 0.1, 0.0], [-0.3, 0.3, 0.1], [0.0, 0.0, 0.0], [0.0, 0.0, 0.0], [0.0, 0.0, 0.1], [0.0, 0.0, 0.0], [0.0, 0.0, 0.0], [-0.2, -0.2, 0.4], [0.0, 0.0, 0.0], [0.1, 0.0, -0.1], [0.0, 0.0, 0.0], [0.0, 0.0, 0.0], [0.0, 0.0, 0.0], [0.0, 0.0, 0.0], [0.1, -0.1, -0.1], [0.0, 0.0, 0.0], [0.0, 0.0, 0.0], [0.0, 0.2, 0.2], [0.0, 0.0, 0.0], [0.1, 0.0, 0.1], [-0.2, 0.0, -0.1], [0.0, 0.0, 0.0], [0.0, 0.0, 0.0], [0.0, 0.0, 0.0]]
}

---

{
  "formula": "C39H54CoN2O7SSe",
  "method": "ωB97M-V/def2-TZVPD",
  "e_tot_ev": -172446.8619,
  "total_charge": -1,
  "species": ["Co", "C", "C", "C", "C", "C", "C", "C", "Se", "C", "C", "C", "C", "C", "C", "O", "C", "C", "C", "C", "C", "C", "C", "C", "C", "O", "C", "C", "C", "C", "C", "C", "H", "H", "H", "H", "H", "H", "H", "H", "H", "H", "H", "H", "H", "H", "H", "H", "H", "H", "H", "H", "H", "H", "H", "H", "H", "H", "H", "H", "H", "H", "H", "H", "H", "H", "H", "H", "H", "H", "H", "H", "C", "C", "C", "C", "C", "C", "C", "S", "O", "O", "N", "C", "C", "O", "O", "H", "H", "H", "H", "H", "H", "H", "H", "H", "C", "C", "N", "O", "H", "H", "H", "H", "H"],
  "positions_angstrom": [[-0.10046, 0.10622, -0.17910], [-3.43805, -0.66838, 6.58833], [-4.09137, 0.08163, 5.41906], [-5.55425, -0.36498, 5.28426], [-4.08103, 1.57604, 5.74288], [-3.33236, -0.22605, 4.13046], [-2.65705, 0.72989, 3.40033], [-1.95721, 0.36338, 2.25974], [-0.95748, 1.66444, 1.28474], [-2.29558, 2.21404, 0.03477], [-3.12284, 3.28924, 0.29366], [-4.13051, 3.62492, -0.60019], [-4.25278, 2.82490, -1.74114], [-3.42912, 1.74482, -2.03189], [-2.39314, 1.42073, -1.11664], [-1.56931, 0.43170, -1.33132], [-3.61760, 0.89609, -3.29162], [-4.76126, 1.40724, -4.17027], [-3.95028, -0.55038, -2.88891], [-2.33364, 0.92161, -4.13668], [-5.04651, 4.81177, -0.30464], [-6.09042, 5.02893, -1.40104], [-5.78888, 4.57378, 1.01818], [-4.20753, 6.09264, -0.18492], [-1.88857, -0.94433, 1.76833], [-1.19494, -1.23467, 0.69351], [-2.60580, -1.93561, 2.50297], [-3.27470, -1.54259, 3.64743], [-2.65430, -3.38378, 2.01489], [-3.37668, -4.30755, 3.00083], [-1.23730, -3.94943, 1.83303], [-3.45510, -3.42325, 0.70147], [-3.97243, -0.46750, 7.52175], [-2.39849, -0.35516, 6.70986], [-3.44152, -1.74659, 6.42024], [-6.10485, -0.15420, 6.20576], [-5.62804, -1.43490, 5.08413], [-6.03978, 0.16434, 4.46166], [-4.63431, 1.75550, 6.66771], [-4.55251, 2.15891, 4.94844], [-3.06337, 1.94774, 5.88214], [-2.63456, 1.76857, 3.70680], [-2.96846, 3.86206, 1.20253], [-5.03745, 3.06117, -2.44467], [-5.72130, 1.37374, -3.64901], [-4.84114, 0.77218, -5.05584], [-4.58492, 2.43093, -4.50888], [-4.88973, -0.58174, -2.33081], [-3.16100, -0.96702, -2.26574], [-4.06320, -1.17175, -3.78352], [-2.12488, 1.93838, -4.47819], [-2.45777, 0.28510, -5.01919], [-1.47772, 0.57589, -3.56023], [-6.74174, 4.15926, -1.51226], [-5.62165, 5.23306, -2.36605], [-6.71680, 5.88649, -1.14365], [-6.39984, 3.67065, 0.95662], [-6.44173, 5.42095, 1.24894], [-5.09130, 4.44774, 1.84789], [-3.67228, 6.28711, -1.11646], [-3.46707, 6.00823, 0.61173], [-4.84751, 6.95241, 0.03542], [-3.79242, -2.30477, 4.21608], [-2.85520, -4.35666, 3.95978], [-3.40124, -5.31676, 2.58366], [-4.40859, -3.99568, 3.17869], [-0.71604, -3.96334, 2.79154], [-0.62946, -3.34698, 1.16393], [-1.29665, -4.97421, 1.45157], [-4.51318, -3.24037, 0.90820], [-3.36668, -4.40701, 0.22914], [-3.13585, -2.65628, -0.00118], [0.64940, 4.14808, 5.74283], [0.94278, 2.95195, 4.87660], [0.35848, 1.72034, 5.14669], [0.63507, 0.60827, 4.36326], [1.50819, 0.72132, 3.29298], [2.10483, 1.94391, 3.01124], [1.81564, 3.04852, 3.79466], [1.83652, -0.70312, 2.26144], [0.88486, -1.69268, 2.69856], [3.24736, -0.97274, 2.42807], [1.55050, -0.28748, 0.76327], [2.65307, 0.25912, -0.02946], [2.16161, 1.44168, -0.85630], [2.94811, 2.22534, -1.36606], [0.86921, 1.50387, -0.99422], [-0.39158, 4.15032, 6.06971], [0.84186, 5.07815, 5.20755], [1.27518, 4.14410, 6.63892], [-0.33330, 1.62776, 5.97858], [0.16088, -0.34560, 4.55298], [2.77658, 2.04474, 2.16707], [2.26952, 4.00407, 3.55640], [3.01520, -0.48770, -0.74496], [3.50849, 0.55728, 0.57105], [0.45433, -2.53451, -3.50724], [0.00308, -2.04530, -2.15665], [-1.01752, -2.66373, -1.57339], [0.58309, -1.07819, -1.64256], [0.36591, -3.61750, -3.59517], [1.48294, -2.22749, -3.67234], [-0.17378, -2.06664, -4.26762], [-1.48760, -3.42548, -2.02435], [-1.33037, -2.30083, -0.66555]],
  "atomic_forces_ev_per_a": [[0.1, -0.1, -0.1], [0.0, 0.0, 0.0], [0.0, 0.0, 0.0], [0.0, 0.0, 0.0], [0.0, 0.0, 0.0], [0.0, 0.0, 0.0], [0.0, 0.0, 0.0], [0.0, 0.0, -0.1], [0.0, 0.1, 0.1], [0.0, 0.0, 0.0], [0.0, 0.0, 0.0], [0.0, -0.1, 0.0], [0.0, 0.0, 0.0], [-0.1, 0.0, -0.1], [0.0, 0.0, -0.1], [0.0, 0.0, 0.0], [0.0, 0.0, 0.0], [0.0, 0.0, 0.0], [0.0, 0.0, 0.0], [0.0, 0.0, 0.0], [0.0, 0.0, 0.0], [0.0, 0.0, 0.0], [0.0, 0.0, 0.0], [0.0, 0.0, 0.0], [0.0, 0.0, 0.1], [0.0, 0.0, -0.1], [0.0, 0.0, 0.0], [0.0, 0.0, 0.0], [0.0, 0.0, 0.0], [0.0, 0.0, 0.0], [0.0, 0.0, 0.0], [0.0, 0.0, 0.0], [0.0, 0.0, 0.0], [0.0, 0.0, 0.0], [0.0, 0.0, 0.0], [0.0, 0.0, 0.0], [0.0, 0.0, 0.0], [0.0, 0.0, 0.0], [0.0, 0.0, 0.0], [0.0, 0.0, 0.0], [0.0, 0.0, 0.0], [0.0, 0.0, 0.0], [0.0, 0.0, 0.0], [0.0, 0.0, 0.0], [0.0, 0.0, 0.0], [0.0, 0.0, 0.0], [0.0, 0.0, 0.0], [0.0, 0.0, 0.0], [0.0, 0.0, 0.0], [0.0, 0.0, 0.0], [0.0, 0.0, 0.0], [0.0, 0.0, 0.0], [0.0, 0.0, 0.0], [0.0, 0.0, 0.0], [0.0, 0.0, 0.0], [0.0, 0.0, 0.0], [0.0, 0.0, 0.0], [0.0, 0.0, 0.0], [0.0, 0.0, 0.0], [0.0, 0.0, 0.0], [0.0, 0.0, 0.0], [0.0, 0.0, 0.0], [0.0, 0.0, 0.0], [0.0, 0.0, 0.0], [0.0, 0.0, 0.0], [0.0, 0.0, 0.0], [0.0, 0.0, 0.0], [0.0, 0.0, 0.0], [0.0, 0.0, 0.0], [0.0, 0.0, 0.0], [0.0, 0.0, 0.0], [0.0, 0.0, 0.0], [0.0, 0.0, 0.0], [0.0, 0.0, 0.0], [0.0, 0.0, 0.0], [0.0, 0.0, 0.0], [0.0, 0.0, 0.0], [0.0, 0.0, 0.0], [0.0, 0.0, 0.0], [0.0, 0.0, -0.1], [0.0, 0.0, 0.0], [0.0, 0.0, 0.0], [0.0, 0.1, 0.0], [0.0, 0.0, -0.1], [0.0, 0.0, -0.1], [-0.1, -0.1, 0.1], [0.0, -0.1, 0.1], [0.0, 0.0, 0.0], [0.0, 0.0, 0.0], [0.0, 0.0, 0.0], [0.0, 0.0, 0.0], [0.0, 0.0, 0.0], [0.0, 0.0, 0.0], [0.0, 0.0, 0.0], [0.0, 0.0, 0.0], [0.0, 0.0, 0.0], [0.0, 0.0, 0.1], [0.0, 0.0, 0.0], [0.1, 0.0, 0.0], [-0.1, 0.0, 0.0], [0.0, 0.0, 0.0], [0.0, 0.0, 0.0], [0.0, 0.0, 0.0], [0.0, 0.0, 0.0], [0.0, 0.0, 0.0]]
}